# 1
Entry from OMol25: a molecular structure, C5H18NO2 in a non-equilibrium geometry (ωB97M-V/def2-TZVPD).

Geometry as ORCA input:
```
! wB97M-V def2-TZVPD RIJCOSX def2/J DEFGRID3
* xyz 2 2
C -0.51164 1.38474 1.54134
C -1.37365 0.25032 0.98282
C -0.92584 -0.24829 -0.42339
C -1.33729 0.74665 -1.53039
C -1.46530 -1.65384 -0.70033
N 2.74578 -0.38880 -0.18253
H -0.96370 1.82601 2.44459
H 0.50488 0.97650 1.75073
H -1.30857 -0.58029 1.64073
H -2.39984 0.53091 0.97778
H 0.16400 -0.28738 -0.39132
H -0.82990 1.69347 -1.35318
H -1.03345 0.33542 -2.53049
H -2.43579 0.84249 -1.58324
H -2.56958 -1.70462 -0.68468
H -1.07421 -2.39074 0.03405
H -1.10356 -1.97412 -1.65860
H 3.04987 -0.96058 -0.94523
H -0.32997 2.19163 0.78912
H 3.57672 -0.10668 0.33221
H 2.12585 0.62601 -0.53206
H 1.89901 2.19291 -1.28990
O 1.40332 1.54157 -0.84464
H 1.42397 -2.12368 1.94883
H 1.77179 -1.15473 0.83299
O 0.99708 -1.56487 1.37480
*
```

Its energy above the lowest of the compared OMol25 structures with the same formula, charge and spin is 700.08 kJ/mol. The calculation puts the LUMO energy (spin up / spin down) at -0.49769 / -0.49485 hartree. Its HOMO-LUMO gap (spin up / spin down) is 0.2284 / 0.2299 Eh.

***

# 2
Entry from OMol25: a molecular structure, C30H52F36N10O28S12 in a non-equilibrium geometry (ωB97M-V/def2-TZVPD).

Geometry as ORCA input:
```
! wB97M-V def2-TZVPD RIJCOSX def2/J DEFGRID3
* xyz -2 1
C -5.73778 24.37946 3.53130
N -7.16448 24.67328 3.07745
C -7.84634 23.49155 2.44398
C -7.97101 25.06322 4.28455
C -7.12459 25.81367 2.02342
C -8.46845 26.56671 1.71978
O -8.83823 26.42980 0.33848
H -5.22477 24.12723 2.62066
H -5.83811 23.55012 4.23259
H -5.23422 25.20077 4.01269
H -7.19579 23.12986 1.66378
H -8.73173 23.92797 2.02554
H -8.10587 22.69571 3.13282
H -7.40725 25.93705 4.64307
H -8.08459 24.35393 5.07831
H -8.95297 25.37320 3.96640
H -6.67264 25.33829 1.10038
H -6.38760 26.48546 2.32189
H -8.35440 27.64323 1.95772
H -9.34298 26.16763 2.27680
H -8.76048 27.30280 -0.09829
C -10.15123 31.04935 5.61881
N -10.43648 29.64713 5.15639
C -9.37217 28.75447 5.58512
C -11.65972 29.17813 5.74059
C -10.28536 29.52253 3.60555
C -11.24608 30.39984 2.87937
O -12.53779 29.97490 3.12112
H -9.30055 31.49086 5.13230
H -9.91102 30.92901 6.70709
H -11.13080 31.46593 5.42109
H -9.59701 27.67960 5.26438
H -9.43017 28.65943 6.69736
H -8.40092 29.19793 5.29236
H -12.55634 29.76237 5.44685
H -11.41904 29.20335 6.78442
H -11.76740 28.12344 5.51322
H -10.45767 28.45254 3.40919
H -9.26181 29.82135 3.45135
H -10.93157 30.31822 1.82364
H -11.17188 31.48863 3.14118
H -13.11530 30.15546 2.38806
C -8.31165 25.14198 -3.87697
C -8.92964 24.18619 -2.87867
C -7.83792 23.28121 -2.19947
O -8.33100 22.12566 -1.66749
C -7.25599 21.24073 -1.68713
N -9.77524 24.80622 -1.80700
H -10.11385 24.03982 -1.24120
H -9.21801 25.33206 -1.13324
H -10.52127 25.39112 -2.23810
H -9.08415 25.73180 -4.41311
H -7.75669 24.53868 -4.58620
H -7.63360 25.89509 -3.43774
H -9.53598 23.43145 -3.39195
H -7.29403 23.93444 -1.47415
H -7.07710 23.05400 -2.99531
H -6.92519 21.04986 -2.67878
H -7.56091 20.33554 -1.19327
H -6.42260 21.75018 -1.14707
C -2.66291 21.39370 3.05164
C -3.40250 20.37482 3.97160
C -3.43221 20.97539 5.35826
O -3.97301 20.03872 6.25688
C -4.13444 20.51910 7.60804
N -4.74177 20.11624 3.41418
H -5.18135 21.00656 3.20906
H -4.62517 19.53361 2.58432
H -5.20801 19.64916 4.15600
H -3.11400 22.39856 3.21940
H -2.70598 21.15115 1.95144
H -1.59659 21.43568 3.24403
H -2.87512 19.42485 3.93199
H -4.04127 21.91068 5.19887
H -2.42212 21.24010 5.69167
H -4.68254 21.51691 7.67596
H -3.13334 20.70864 8.09224
H -4.80288 19.76199 8.07491
C -5.92308 17.30467 -1.04733
F -6.79569 16.33588 -1.18365
F -4.75619 16.85048 -1.55520
F -6.34906 18.37462 -1.78559
S -5.71720 17.48205 0.74153
O -5.39678 16.18090 1.20334
O -4.68641 18.44939 0.92908
N -7.08150 17.96811 1.13268
S -7.48127 19.28094 1.85756
O -7.45872 19.11239 3.33094
O -6.82794 20.46734 1.39966
C -9.24480 19.38750 1.19586
F -9.88957 20.50106 1.40037
F -9.16699 19.27491 -0.12744
F -9.88064 18.32734 1.71529
C -6.30562 33.65563 0.40807
F -6.82606 34.83075 0.59044
F -7.28438 32.80666 0.23274
F -5.64035 33.64298 -0.69396
S -5.15717 33.06475 1.75276
O -4.51475 31.90574 1.15216
O -4.23504 34.11379 1.99087
N -6.13626 32.83966 2.95984
S -6.79407 31.40758 3.22317
O -8.05568 31.62870 3.88098
O -6.78903 30.33101 2.29902
C -5.66419 30.67968 4.51473
F -4.39706 30.32912 4.17246
F -5.61238 31.42477 5.55481
F -6.24727 29.44293 4.75914
C -13.73315 26.41821 2.71879
F -14.90264 25.92669 3.15739
F -13.53171 26.01326 1.44291
F -13.87970 27.73382 2.75470
S -12.31217 25.90250 3.84506
O -11.11427 26.47612 3.20304
O -12.66937 26.37742 5.16027
N -12.32637 24.33006 3.85018
S -11.65722 23.40737 2.72305
O -11.13828 24.05423 1.54917
O -10.84454 22.45648 3.39334
C -13.14035 22.34397 2.25064
F -14.08900 23.05475 1.64302
F -12.71399 21.37248 1.38107
F -13.51486 21.74527 3.40339
C -8.66121 29.66798 -1.50231
F -8.14872 30.89101 -1.46476
F -7.73556 28.66609 -1.67378
F -9.24169 29.47976 -0.30547
S -10.00004 29.57131 -2.82591
O -10.79755 30.73893 -2.68106
O -9.33528 29.41500 -4.07164
N -10.63585 28.18953 -2.43251
S -12.09406 27.68010 -2.77312
O -12.71519 28.25396 -3.89000
O -11.92705 26.26011 -2.80626
C -13.33226 28.01058 -1.39878
F -12.72173 27.65908 -0.24382
F -13.77303 29.22738 -1.37003
F -14.41023 27.19814 -1.60822
C 0.46337 28.48822 0.72550
F 1.29865 28.48484 1.85102
F -0.75833 29.00455 1.03537
F 1.11384 29.25910 -0.12160
S 0.25837 26.82843 -0.12185
O 0.00999 27.16197 -1.47766
O 1.49277 26.19172 0.22384
N -1.02081 25.98459 0.38135
S -1.05320 25.36147 1.86073
O -1.11406 23.91427 1.83470
O -0.03673 26.04427 2.68965
C -2.73504 25.88743 2.39392
F -3.65503 25.66081 1.46767
F -3.04099 25.15470 3.46592
F -2.72015 27.19212 2.70925
C -8.11952 26.08808 8.73055
F -7.82597 26.74783 9.83092
F -9.55021 25.95718 8.73629
F -7.85446 26.83622 7.70193
S -7.15903 24.34486 8.71584
O -7.32314 23.71659 9.95228
O -7.63368 23.77999 7.48394
N -5.74332 24.96726 8.62450
S -5.01514 25.18257 7.21066
O -4.03273 24.18633 6.85816
O -5.81541 25.58802 6.08211
C -4.13441 26.77453 7.67814
F -3.56919 27.25802 6.56010
F -5.08292 27.62796 8.08587
F -3.27603 26.53029 8.64034
*
```

The calculation puts the LUMO energy at 0.10719 hartree. Its HOMO-LUMO gap is 0.3298 Eh.

***

# 3
Entry from OMol25: a single C5H7NO molecule (ωB97M-V/def2-TZVPD).

Geometry as ORCA input:
```
! wB97M-V def2-TZVPD RIJCOSX def2/J DEFGRID3
* xyz 0 1
C -2.35134 -0.02725 -0.11769
C -0.90174 -0.39544 -0.25571
C -0.52843 -1.53863 -0.86029
O 1.19507 -1.32861 -0.69013
C 1.40499 -0.24537 -0.10969
N 2.65057 0.20216 0.08485
C 0.17073 0.47531 0.34125
H -2.59866 0.25028 0.91615
H -2.97954 -0.87607 -0.40243
H -2.62454 0.82062 -0.76042
H 0.13989 0.46664 1.44216
H 3.42069 -0.38638 -0.19864
H 2.84347 1.05413 0.58437
H 0.15883 1.52862 0.02620
*
```

Its energy above the lowest of the compared OMol25 structures with the same formula, charge and spin is 296.04 kJ/mol. The calculation puts the LUMO energy at 0.01485 hartree. Its HOMO-LUMO gap is 0.3223 Eh.